1.
{"formula": "C4H4KO5", "method": "wB97M-V/def2-TZVPD", "total_energy_ha": -1130.991707, "charge": -1, "homo_lumo_gap_ha": 0.1637, "e_above_lowest_kcal_mol": 19.2, "lumo_ha": 0.0739, "spin_multiplicity": 1, "species": ["O", "C", "H", "O", "K", "H", "O", "H", "O", "C", "O", "C", "C", "H"], "coordinates": [[-0.5509, 1.2867, -1.2481], [1.2040, -0.0034, -0.1516], [0.0741, -0.5191, -2.0086], [-1.0034, -1.0001, 2.5330], [-1.6983, -2.0838, 0.4816], [1.2100, 0.8068, -2.1268], [-2.2309, -0.0878, -0.6516], [2.1499, -0.5372, -0.3450], [0.3348, -0.7199, 0.6906], [0.4884, 0.3273, -1.4489], [0.5060, 0.6463, 2.6870], [-0.2086, -0.1465, 2.0697], [-1.8219, 1.0779, -0.7628], [1.5470, 0.9528, 0.2814]], "forces_ev_per_a": [[1.3, 0.5, -0.2], [-0.3, 0.7, 0.1], [0.2, -0.4, 0.4], [-0.4, 1.2, -1.0], [-0.4, -0.7, -0.2], [-0.1, 0.0, 0.1], [0.5, 0.0, -0.6], [-0.3, -0.4, 0.0], [0.0, 0.8, 1.2], [-0.2, 0.1, -0.5], [-1.1, 0.3, -2.1], [3.0, -2.3, 2.3], [-1.7, 0.5, 0.3], [-0.4, -0.2, 0.2]]}



2.
{"formula": "C23H28NO4SSn", "method": "wB97M-V/def2-TZVPD", "total_energy_ha": -1861.012652, "charge": 1, "homo_lumo_gap_ha": [0.2274, 0.1928], "lumo_ha": [-0.2032, -0.2392], "spin_multiplicity": 1, "species": ["S", "C", "C", "H", "C", "H", "H", "H", "C", "O", "C", "C", "H", "H", "H", "H", "C", "C", "H", "H", "C", "H", "N", "O", "C", "O", "C", "H", "H", "C", "H", "H", "C", "H", "H", "O", "C", "H", "C", "C", "H", "C", "Sn", "H", "H", "H", "C", "C", "H", "C", "H", "H", "H", "C", "H", "H", "C", "C"], "coordinates": [[3.5374, 0.4230, 3.3615], [-3.5233, -3.6155, 0.2073], [4.9828, 1.3344, 2.9135], [-1.9272, 1.1426, -2.1647], [-1.6259, -0.4759, 1.4693], [-1.0187, 0.9229, -3.6967], [-1.7490, 3.0533, -0.6058], [-1.3172, 2.5649, -3.0838], [0.4661, 0.1331, -1.4409], [2.3685, 1.3497, 3.2964], [-1.1130, 1.5288, -2.7895], [-1.7720, -2.8918, -1.2744], [-0.3137, 1.3365, 3.9570], [-2.4377, -0.7506, 0.7891], [5.1023, 2.0799, 3.6978], [0.7598, -1.1544, 3.7138], [0.1159, -0.6680, 2.9840], [-0.7504, 2.9403, -0.1874], [0.1877, -2.6873, -0.5792], [2.5385, 2.2052, -0.3486], [1.0639, -1.0920, -2.0830], [-1.4492, -4.2632, 0.3175], [0.0814, -1.9771, -2.5991], [3.7459, -0.3079, 4.5675], [0.3415, 2.3822, -0.8915], [2.2847, -1.3225, -1.9100], [1.5345, 2.5679, -0.1109], [-5.4861, -2.7765, -0.2013], [1.3831, 0.4326, -0.8453], [-0.2968, -2.9267, -1.5485], [-0.8211, 4.1661, 1.6909], [-4.7186, -1.4377, -2.1995], [-0.5536, 0.6190, 3.1825], [-0.4350, -2.3725, 1.5772], [-2.2865, -1.4880, -2.8504], [3.3816, -0.5475, 2.1225], [-4.0095, -2.0586, -1.6339], [-0.3999, -0.1151, -0.8064], [-2.1940, -3.6672, -0.2002], [-0.6055, -1.3471, 1.9104], [2.3383, 1.6908, -2.6860], [-1.5816, 0.7161, 2.2224], [1.5647, -0.0368, 1.1988], [-3.8349, -4.1844, 1.0860], [0.4411, -2.4965, -3.3882], [1.1708, 1.2432, -4.0009], [1.1564, 3.2687, 1.0949], [1.3339, 1.8456, -3.1031], [1.1836, 2.9024, -3.3545], [-0.2417, 3.5513, 1.0017], [4.8391, 1.8160, 1.9459], [5.8183, 0.6390, 2.8517], [-0.0049, -3.9304, -1.9205], [-2.6548, -2.0849, -2.0093], [-2.2745, 1.5556, 2.1041], [1.8677, 3.5968, 1.8750], [-4.4308, -2.8204, -0.5221], [0.2375, 1.4886, -2.1026]], "forces_ev_per_a": [[-0.4, -0.1, -1.1], [-0.1, 0.2, -0.4], [-0.1, 0.0, 0.1], [0.2, 0.1, -0.1], [0.1, -1.5, 0.1], [-0.3, 0.1, 0.1], [0.2, -0.2, 0.4], [-0.2, -0.2, 0.0], [1.9, 0.2, 0.6], [1.1, -1.0, -0.3], [0.0, 0.3, -0.2], [-0.3, 0.3, -0.3], [0.1, -0.1, -0.2], [0.6, 0.1, -0.1], [0.3, 0.0, 0.0], [0.0, 0.2, -0.2], [-0.9, 2.0, 1.1], [0.8, 1.1, 0.4], [0.2, -0.4, -0.6], [-0.3, 0.5, -0.1], [1.9, -0.6, 0.6], [-0.2, -0.1, 0.1], [1.3, 0.4, -0.5], [-0.1, 0.3, -0.2], [-1.7, 0.1, 0.2], [-3.2, 0.5, -1.1], [0.3, 0.7, 3.0], [0.7, 0.0, -0.2], [-1.1, -0.6, -0.7], [-0.5, -0.4, -0.2], [0.2, -0.3, -0.1], [0.3, -0.4, 0.4], [0.8, -1.4, -0.6], [-0.2, 0.3, 0.2], [-0.2, -0.3, 0.4], [0.0, 0.8, 1.0], [0.3, -0.4, 0.4], [0.2, -0.1, -0.2], [-0.6, 0.5, -0.1], [-1.6, 0.3, -1.2], [-0.2, 0.0, -0.3], [0.2, -0.1, 0.6], [0.2, 0.4, 1.9], [-0.1, 0.2, -0.4], [0.3, 0.0, 0.0], [0.4, 0.1, 0.0], [2.1, -1.0, -1.8], [-0.2, 0.1, 0.1], [0.3, -0.2, -0.2], [-1.3, -0.4, -1.3], [-0.1, -0.1, 0.1], [0.0, 0.1, 0.2], [0.0, 0.4, 0.7], [-0.3, -0.3, 0.5], [0.4, -0.4, 0.1], [-0.7, -0.3, -0.5], [-0.2, 0.2, 0.0], [-0.1, 0.1, -0.1]]}



3.
{"formula": "C19H20N6O2S", "method": "wB97M-V/def2-TZVPD", "total_energy_ha": -1613.247016, "charge": 0, "homo_lumo_gap_ha": 0.3063, "e_above_lowest_kcal_mol": 4.7, "lumo_ha": 0.0119, "smiles": "CCc1ccc(-n2nnnc2SCC(=O)Nc2ccc(NC(C)=O)cc2)cc1", "spin_multiplicity": 1, "species": ["C", "C", "O", "C", "N", "H", "C", "H", "H", "C", "H", "H", "H", "H", "C", "N", "H", "H", "H", "C", "H", "S", "H", "C", "C", "H", "H", "C", "C", "N", "N", "H", "N", "C", "C", "H", "N", "C", "C", "H", "H", "C", "H", "C", "H", "O", "C", "C"], "coordinates": [[3.7682, 0.3296, 0.4636], [1.8085, 1.8590, -1.7536], [0.7656, -0.2798, -1.8310], [-3.2687, -0.9164, -0.7892], [0.6071, 0.3036, 2.1502], [5.7188, -0.1518, -0.2438], [4.4576, -1.8822, -0.2089], [-2.4549, 2.7918, -0.1338], [-8.0245, -1.1940, 0.4193], [2.2111, -1.5119, 0.5861], [6.2259, -2.2813, -1.3369], [1.2221, -1.8704, 0.8220], [5.6041, -3.9673, 1.1373], [2.9619, -3.4036, -0.0370], [1.1694, 1.9704, 0.9048], [-5.4254, -0.5864, 0.3293], [3.9986, 1.3731, 0.6215], [2.7240, 1.2716, -1.8312], [6.7544, -2.6322, 1.0774], [6.2845, -3.4182, 0.4905], [-7.2479, -1.7259, 1.9190], [1.9100, 2.9844, -0.3069], [5.0727, -3.6224, -1.2773], [-7.3398, -1.9205, 0.8524], [2.5032, -0.1647, 0.7521], [1.7209, 2.5153, -2.6198], [7.0565, -4.0987, 0.1400], [3.1894, -2.3582, 0.1061], [5.5249, -2.8180, -0.6949], [0.1323, 2.3247, 1.6321], [-0.1691, 1.2777, 2.3794], [-4.5946, 1.8633, 0.6127], [1.4954, 0.6870, 1.2293], [-2.0636, -0.3908, -1.2140], [4.7346, -0.5342, -0.0155], [-7.7397, -2.9192, 0.7052], [-0.5468, 1.5342, -1.3696], [0.6155, 0.9097, -1.6621], [-5.9818, -1.8262, 0.1849], [-1.3488, -1.0222, -1.7141], [-0.5072, 2.5351, -1.2134], [-2.6886, 1.7556, -0.3298], [-3.4963, -1.9536, -0.9666], [-1.7652, 0.9471, -0.9864], [-5.9690, 0.0975, 0.8380], [-5.4673, -2.7466, -0.4050], [-3.8891, 1.2297, 0.0945], [-4.1940, -0.1126, -0.1301]], "forces_ev_per_a": [[-0.2, 0.0, 0.2], [0.2, 0.1, 0.3], [-0.1, -0.2, -0.1], [-0.2, -0.1, 0.1], [0.3, -1.3, 0.3], [0.1, 0.0, 0.0], [0.0, 0.0, -0.1], [0.0, 0.1, 0.1], [-0.1, 0.1, 0.0], [0.0, 0.2, 0.0], [-0.1, 0.0, -0.1], [-0.1, 0.0, 0.0], [0.0, -0.1, 0.1], [0.0, -0.1, 0.0], [0.3, -0.4, 0.1], [-0.2, 0.3, 0.2], [0.0, 0.0, 0.0], [-0.2, 0.0, 0.0], [0.0, 0.0, 0.1], [0.0, 0.0, -0.2], [0.0, 0.0, 0.1], [0.0, 0.1, -0.2], [0.0, 0.0, -0.1], [0.1, -0.2, -0.1], [0.7, -0.7, -0.2], [0.0, 0.0, 0.0], [0.1, -0.1, 0.0], [0.1, 0.1, 0.1], [0.1, -0.1, 0.2], [0.4, 0.9, -0.8], [-0.7, -0.2, 0.7], [-0.1, 0.1, 0.1], [-0.7, 1.6, 0.0], [0.1, 0.1, 0.0], [-0.1, -0.1, -0.1], [0.0, 0.0, 0.0], [-0.3, 0.4, -0.1], [0.3, 0.3, -0.2], [-0.4, 0.2, 0.3], [0.0, 0.0, 0.0], [0.2, -0.2, 0.0], [0.0, -0.1, -0.1], [0.0, 0.0, 0.0], [-0.2, -0.2, 0.1], [0.0, -0.2, -0.1], [0.2, -0.2, -0.1], [0.0, -0.1, -0.1], [0.4, 0.0, -0.2]]}



Number 1: largest force on an atom 4.4 eV/Å. Number 2: largest force on an atom 3.4 eV/Å. Number 3: largest force on an atom 1.7 eV/Å.